Entry 1:
Formula: C67H193N29O22
Source: the OMol25 dataset
Level of theory: the ωB97M-V functional and the def2-TZVPD basis

Structure (XYZ):
```
311
C67H193N29O22 | the OMol25 dataset | the ωB97M-V functional and the def2-TZVPD basis
C -1.175 1.682 -3.953
O -0.301 1.810 -3.137
N -1.389 2.417 -4.992
N -2.096 0.775 -3.840
H -2.286 2.354 -5.453
H -0.721 2.971 -5.508
H -2.797 0.687 -4.562
H -2.211 0.182 -3.030
C 7.931 -0.504 0.516
O 8.422 -1.185 -0.336
N 6.671 -0.125 0.442
N 8.525 -0.016 1.565
H 6.156 -0.265 -0.416
H 6.152 0.135 1.268
H 9.533 -0.072 1.571
H 7.964 0.571 2.165
C 3.927 -1.703 -2.475
O 4.321 -1.688 -1.343
N 3.166 -2.709 -2.876
N 4.165 -0.857 -3.490
H 3.132 -3.507 -2.258
H 2.595 -2.602 -3.703
H 4.161 -1.333 -4.381
H 4.673 -0.001 -3.320
C -3.158 0.237 7.810
O -3.336 1.326 8.300
N -3.923 -0.783 7.987
N -2.255 -0.059 6.900
H -4.656 -0.938 8.664
H -3.537 -1.670 7.695
H -2.299 -0.997 6.529
H -1.696 0.718 6.577
C -3.121 -3.106 5.056
O -2.079 -2.546 5.384
N -3.886 -3.876 5.768
N -3.746 -3.021 3.892
H -3.689 -4.138 6.723
H -4.581 -4.445 5.306
H -3.193 -2.570 3.177
H -4.725 -3.156 3.679
C -1.435 7.266 -3.561
O -0.843 8.263 -3.151
N -2.115 7.309 -4.655
N -1.376 6.064 -2.956
H -2.220 8.186 -5.144
H -2.197 6.478 -5.223
H -0.664 5.891 -2.261
H -1.670 5.194 -3.377
C 3.633 0.389 2.111
O 4.715 0.472 2.581
N 3.230 -0.528 1.344
N 2.745 1.284 2.397
H 3.869 -1.247 1.039
H 2.418 -0.430 0.751
H 1.795 1.063 2.136
H 3.156 2.016 2.959
C -4.677 3.048 5.086
C -3.818 4.215 5.480
C -4.501 5.560 5.598
O -4.920 6.463 4.487
C -3.771 7.074 3.794
N -2.962 3.944 6.664
H -5.216 3.469 4.237
H -5.273 2.723 5.938
H -4.117 2.145 4.841
H -3.143 4.435 4.653
H -4.139 6.096 6.475
H -5.451 5.289 6.058
H -4.016 8.117 3.589
H -3.536 6.595 2.844
H -2.805 6.975 4.290
H -2.993 4.788 7.218
H -3.224 3.175 7.265
C 0.726 2.539 5.752
C 0.693 3.017 7.227
C 2.057 3.086 8.029
O 1.871 3.328 9.388
C 2.224 4.640 9.881
N 0.028 4.283 7.290
H -0.094 1.831 5.634
H 1.558 1.844 5.645
H 0.693 3.205 4.889
H 0.126 2.322 7.847
H 2.794 3.743 7.567
H 2.366 2.050 8.170
H 2.065 4.645 10.959
H 1.657 5.436 9.399
H 3.263 4.923 9.716
H -0.035 4.497 8.275
H -0.905 4.310 6.904
C 4.530 -6.113 -2.752
C 3.687 -5.720 -1.481
C 2.255 -6.172 -1.490
O 1.426 -5.288 -0.779
C 0.660 -6.011 0.200
N 4.314 -6.242 -0.355
H 5.587 -5.856 -2.679
H 4.222 -5.404 -3.521
H 4.408 -7.156 -3.047
H 3.719 -4.642 -1.321
H 2.226 -7.214 -1.172
H 1.997 -6.253 -2.546
H -0.141 -5.473 0.706
H 1.314 -6.450 0.954
H 0.239 -6.830 -0.383
H 5.318 -6.146 -0.305
H 3.889 -5.756 0.421
C 1.960 -1.765 -7.797
C 2.177 -2.830 -6.712
C 2.224 -4.230 -7.455
O 2.205 -5.323 -6.626
C 2.447 -6.505 -7.461
N 3.369 -2.567 -5.843
H 2.727 -1.762 -8.572
H 1.839 -0.744 -7.435
H 0.994 -1.852 -8.294
H 1.392 -2.898 -5.959
H 3.095 -4.160 -8.106
H 1.308 -4.373 -8.028
H 3.196 -6.220 -8.200
H 1.526 -6.864 -7.920
H 2.905 -7.328 -6.913
H 4.053 -2.416 -6.570
H 3.551 -3.484 -5.460
C 0.331 -0.817 10.812
C 1.598 -1.445 10.371
C 2.201 -0.972 9.037
O 1.267 -0.732 8.016
C 1.497 -1.408 6.790
N 2.573 -1.468 11.520
H 0.418 0.261 10.679
H -0.025 -0.985 11.829
H -0.527 -1.042 10.179
H 1.371 -2.455 10.031
H 3.098 -1.535 8.780
H 2.696 -0.026 9.260
H 1.493 -0.645 6.010
H 0.638 -2.062 6.641
H 2.413 -1.994 6.708
H 2.168 -1.840 12.368
H 3.255 -2.118 11.156
C -4.384 -3.197 -9.832
C -3.546 -1.852 -9.866
C -2.392 -1.680 -8.878
O -2.925 -1.417 -7.582
C -2.050 -1.437 -6.395
N -3.057 -1.742 -11.212
H -5.177 -3.136 -9.086
H -3.750 -3.997 -9.451
H -4.866 -3.547 -10.746
H -4.241 -1.029 -9.700
H -1.648 -0.960 -9.217
H -1.974 -2.683 -8.795
H -1.294 -2.214 -6.504
H -2.589 -1.729 -5.493
H -1.605 -0.451 -6.262
H -2.582 -0.852 -11.267
H -3.854 -1.606 -11.816
C -0.088 -8.609 -5.016
C -0.771 -8.189 -3.671
C -1.948 -7.159 -3.858
O -1.422 -5.982 -4.644
C -0.294 -5.303 -4.053
N -1.347 -9.396 -3.062
H 0.850 -9.135 -4.843
H 0.160 -7.671 -5.513
H -0.679 -9.224 -5.695
H 0.017 -7.801 -3.025
H -2.339 -6.889 -2.876
H -2.764 -7.652 -4.387
H -0.253 -5.187 -2.970
H -0.057 -4.353 -4.533
H 0.514 -5.991 -4.301
H -0.699 -10.138 -3.284
H -2.239 -9.626 -3.478
C 0.649 4.050 -1.037
C 2.003 4.178 -1.791
C 2.801 2.956 -1.429
O 4.091 3.049 -2.051
C 4.891 1.995 -1.613
N 1.551 4.145 -3.162
H 0.162 3.109 -1.289
H -0.033 4.880 -1.221
H 0.890 4.023 0.026
H 2.594 5.065 -1.562
H 2.287 2.083 -1.831
H 2.851 2.946 -0.340
H 5.775 1.902 -2.244
H 4.271 1.099 -1.568
H 5.192 2.297 -0.610
H 2.206 3.812 -3.855
H 0.840 3.428 -3.199
C 2.635 -4.043 2.823
C 1.240 -3.623 3.056
C 0.429 -4.573 4.049
O 0.331 -5.844 3.433
C 0.045 -6.939 4.228
N 1.219 -2.248 3.539
H 3.290 -3.726 3.635
H 3.000 -3.452 1.983
H 2.796 -5.116 2.709
H 0.598 -3.512 2.182
H -0.583 -4.194 4.195
H 0.998 -4.734 4.964
H -0.424 -7.770 3.700
H -0.526 -6.781 5.143
H 0.952 -7.390 4.631
H 0.243 -2.154 3.781
H 1.451 -1.535 2.862
C 0.560 -0.674 -1.025
C -0.083 -1.155 0.347
C -0.865 -0.038 1.218
O 0.105 0.910 1.563
C -0.260 2.218 1.886
N -0.847 -2.364 -0.041
H -0.356 -0.305 -1.485
H 0.885 -1.497 -1.661
H 1.392 0.010 -0.862
H 0.726 -1.487 0.998
H -1.299 -0.573 2.063
H -1.633 0.534 0.696
H -1.108 2.302 2.565
H -0.466 2.746 0.955
H 0.549 2.650 2.474
H -0.781 -3.041 0.706
H -0.310 -2.695 -0.830
C -4.093 -4.247 0.067
C -5.426 -4.436 -0.698
C -5.002 -4.906 -2.094
O -4.590 -3.817 -2.916
C -4.658 -4.277 -4.338
N -6.318 -5.515 -0.190
H -3.638 -5.195 0.354
H -4.328 -3.833 1.048
H -3.380 -3.625 -0.474
H -6.018 -3.529 -0.824
H -5.897 -5.377 -2.501
H -4.242 -5.687 -2.081
H -4.029 -5.164 -4.410
H -4.366 -3.505 -5.051
H -5.668 -4.541 -4.651
H -5.749 -6.349 -0.150
H -6.905 -5.819 -0.954
C -5.252 -0.246 -3.102
C -4.351 -0.102 -1.898
C -5.149 0.261 -0.600
O -4.385 1.210 0.155
C -4.503 1.316 1.580
N -3.415 -1.260 -1.822
H -4.603 -0.171 -3.976
H -6.156 0.362 -3.149
H -5.668 -1.235 -3.291
H -3.754 0.756 -2.207
H -5.233 -0.686 -0.066
H -6.152 0.542 -0.919
H -5.514 1.612 1.862
H -3.699 1.963 1.929
H -4.361 0.378 2.117
H -2.944 -1.410 -0.941
H -3.932 -2.081 -2.105
C -2.900 8.243 -0.506
C -2.181 8.763 0.745
C -0.960 7.809 1.013
O 0.035 7.716 -0.053
C 1.150 8.615 0.163
N -1.775 10.104 0.289
H -2.477 8.690 -1.406
H -3.939 8.567 -0.433
H -3.001 7.167 -0.647
H -2.803 8.726 1.639
H -1.319 6.784 1.105
H -0.561 7.995 2.010
H 1.549 8.695 1.174
H 0.827 9.623 -0.098
H 2.078 8.440 -0.381
H -1.012 10.537 0.790
H -1.357 10.168 -0.628
C 3.017 6.583 2.732
C 2.651 5.106 2.808
C 3.275 4.406 4.046
O 4.622 4.065 3.760
C 5.386 3.542 4.802
N 1.203 4.988 2.876
H 2.381 7.284 3.271
H 2.749 7.063 1.791
H 4.086 6.711 2.564
H 3.015 4.596 1.916
H 2.748 3.452 4.040
H 3.060 4.983 4.946
H 5.466 4.199 5.668
H 6.355 3.145 4.499
H 4.771 2.728 5.187
H 0.903 5.531 2.079
H 0.865 5.425 3.722
C 0.214 4.864 -6.426
C 1.634 4.207 -6.922
C 1.844 2.714 -6.775
O 1.990 2.315 -5.426
C 1.978 0.916 -5.201
N 1.973 4.567 -8.248
H -0.651 4.428 -6.925
H 0.188 5.949 -6.532
H -0.053 4.623 -5.397
H 2.426 4.675 -6.337
H 2.792 2.460 -7.249
H 1.115 2.127 -7.334
H 1.054 0.423 -5.504
H 2.122 0.759 -4.132
H 2.852 0.448 -5.654
H 2.316 5.510 -8.367
H 2.752 3.946 -8.411
```

Output
HOMO level in eV: -7.971
Frontier orbital gap in eV: 7.91

---

Entry 2:
Formula: C8H10N3
Source: the OMol25 dataset
Level of theory: the ωB97M-V functional and the def2-TZVPD basis

Structure (XYZ):
```
21
C8H10N3 | the OMol25 dataset | the ωB97M-V functional and the def2-TZVPD basis
C 0.857 -3.139 1.294
C 1.695 -2.052 1.611
C -0.531 -1.836 -0.029
C 0.252 -0.733 0.418
C -1.530 -1.438 -0.967
C -1.521 -0.161 -1.279
C 0.876 1.020 -1.066
C -0.819 1.461 0.676
N -0.218 -3.049 0.518
N 1.363 -0.854 1.125
N -0.178 0.491 -0.192
H 1.073 -4.023 1.766
H 2.664 -2.205 1.833
H -2.110 -2.282 -1.218
H -2.271 0.475 -1.760
H 0.509 1.917 -1.440
H 1.877 1.211 -0.548
H 1.166 0.182 -1.814
H -1.311 0.807 1.463
H -0.006 1.948 1.303
H -1.335 2.245 0.143
```

Output
HOMO level in eV: -13.728
Frontier orbital gap in eV: 9.18
Energy relative to the best compared isomer or geometry (same formula, charge and spin) in kcal per mole: 52.0
Total charge: +1

---

Entry 3:
Formula: C4H6N2
Source: the OMol25 dataset
Level of theory: the ωB97M-V functional and the def2-TZVPD basis

Structure (XYZ):
```
12
C4H6N2 | the OMol25 dataset | the ωB97M-V functional and the def2-TZVPD basis
N 2.340 0.744 0.162
C 1.189 0.835 -0.622
C -0.059 0.732 -0.230
C -1.291 0.410 0.094
C -1.722 -1.005 0.209
N -0.896 -1.969 0.121
H 3.095 1.346 -0.133
H 2.184 0.793 1.160
H 1.381 0.948 -1.687
H -2.043 1.173 0.297
H -2.796 -1.148 0.394
H -1.382 -2.859 0.234
```

Output
HOMO level in eV: -8.374
SMILES string: [H]/N=C/C=C=CN
Frontier orbital gap in eV: 9.03
Energy relative to the best compared isomer or geometry (same formula, charge and spin) in kcal per mole: 55.6

---

Entry 4:
Formula: C24H33ClN4O4
Source: the OMol25 dataset
Level of theory: the ωB97M-V functional and the def2-TZVPD basis

Structure (XYZ):
```
66
C24H33ClN4O4 | the OMol25 dataset | the ωB97M-V functional and the def2-TZVPD basis
C 5.530 2.955 0.832
C 4.919 1.743 0.235
C 3.808 1.562 -0.534
C 3.789 0.163 -0.757
N 4.808 -0.423 -0.170
O 5.516 0.556 0.447
N 2.878 -0.603 -1.455
C 1.718 -0.149 -2.001
O 1.432 1.022 -2.097
C 0.822 -1.274 -2.508
H 0.801 -2.081 -1.773
C -0.599 -0.786 -2.830
C -1.665 -1.336 -1.895
O -2.368 -2.265 -2.252
N -1.822 -0.768 -0.666
C -0.841 0.109 -0.053
C -1.483 1.142 0.845
C -1.560 0.971 2.221
C -2.152 1.924 3.030
C -2.681 3.074 2.471
C -2.613 3.270 1.103
C -2.018 2.309 0.301
Cl -1.966 2.581 -1.405
H -3.019 4.162 0.654
H -3.144 3.822 3.096
H -2.199 1.768 4.097
H -1.137 0.084 2.669
H -0.320 0.670 -0.834
C 0.262 -0.645 0.726
O 1.219 -0.045 1.171
N 0.069 -1.972 0.844
H -0.744 -2.374 0.405
C 0.898 -2.897 1.624
C 2.304 -2.971 1.027
H 2.762 -1.986 1.025
H 2.264 -3.356 0.009
H 2.925 -3.638 1.619
C 0.219 -4.264 1.554
H -0.778 -4.222 1.988
H 0.801 -4.996 2.107
H 0.136 -4.601 0.522
C 0.968 -2.411 3.074
H -0.029 -2.362 3.508
H 1.418 -1.423 3.108
H 1.572 -3.092 3.667
C -2.935 -1.239 0.150
H -2.619 -1.287 1.195
C -4.201 -0.372 0.051
C -5.305 -1.034 0.873
H -4.993 -1.160 1.908
H -6.203 -0.422 0.859
H -5.549 -2.011 0.462
C -4.641 -0.194 -1.398
H -5.578 0.356 -1.441
H -3.895 0.361 -1.961
H -4.778 -1.161 -1.876
H -3.996 0.613 0.480
H -3.187 -2.245 -0.202
H -0.609 0.306 -2.840
H -0.889 -1.132 -3.824
H 1.291 -1.668 -3.413
H 3.063 -1.595 -1.412
H 3.098 2.279 -0.883
H 4.974 3.834 0.523
H 6.567 3.047 0.515
H 5.515 2.883 1.918
```

Output
HOMO level in eV: -9.070
SMILES string: Cc1cc(NC(=O)CCC(=O)N(CC(C)C)[C@H](C(=O)NC(C)(C)C)c2ccccc2Cl)no1
Frontier orbital gap in eV: 9.70
Energy relative to the best compared isomer or geometry (same formula, charge and spin) in kcal per mole: 3.4

---

Entry 5:
Formula: C35H26CrF3O6S3
Source: the OMol25 dataset
Level of theory: the ωB97M-V functional and the def2-TZVPD basis

Structure (XYZ):
```
74
C35H26CrF3O6S3 | the OMol25 dataset | the ωB97M-V functional and the def2-TZVPD basis
Cr -2.093 -2.754 -0.647
O -1.376 -5.837 0.638
S -1.124 -5.110 -0.570
O -0.587 -5.831 -1.689
O -0.379 -3.813 -0.318
O -2.504 -4.434 -1.025
C 0.234 1.387 6.691
C 0.021 0.828 5.308
C 0.960 1.045 4.301
C 0.751 0.557 3.020
C -0.418 -0.138 2.745
C -1.356 -0.391 3.732
C -1.127 0.096 5.008
S -0.640 -0.663 1.065
O -1.766 -1.702 1.115
C -1.478 0.795 0.452
C -2.801 1.010 0.889
C -3.517 2.033 0.357
C -2.965 2.849 -0.662
C -3.718 3.890 -1.259
C -3.190 4.649 -2.261
C -1.879 4.398 -2.725
C -1.126 3.406 -2.168
C -1.645 2.607 -1.114
C -0.886 1.552 -0.520
C 0.543 1.392 -0.971
C 1.475 2.365 -0.469
C 1.110 3.274 0.560
C 2.017 4.169 1.052
C 3.329 4.223 0.533
C 3.705 3.371 -0.465
C 2.792 2.418 -0.982
C 3.171 1.517 -2.007
C 2.310 0.562 -2.436
C 1.006 0.468 -1.883
S 0.024 -0.885 -2.565
O -1.074 -1.148 -1.539
C 1.166 -2.231 -2.441
C 2.009 -2.432 -1.355
C 2.674 -3.639 -1.246
C 2.491 -4.655 -2.186
C 3.175 -5.988 -2.037
C 1.645 -4.426 -3.267
C 0.982 -3.219 -3.400
H 1.291 1.560 6.889
H -0.157 0.714 7.456
H -0.285 2.343 6.798
H 1.870 1.590 4.525
H 1.490 0.720 2.240
H -2.238 -0.980 3.503
H -1.853 -0.100 5.790
H -3.239 0.340 1.619
H -4.534 2.217 0.686
H -4.730 4.065 -0.908
H -3.777 5.440 -2.712
H -1.472 4.997 -3.532
H -0.125 3.215 -2.537
H 0.107 3.241 0.966
H 1.727 4.846 1.849
H 4.035 4.944 0.927
H 4.707 3.408 -0.878
H 4.165 1.590 -2.435
H 2.617 -0.144 -3.198
H 2.126 -1.675 -0.591
H 3.318 -3.813 -0.391
H 3.639 -6.089 -1.056
H 3.950 -6.110 -2.797
H 2.453 -6.797 -2.162
H 1.465 -5.217 -3.986
H 0.291 -3.061 -4.222
F -4.436 -2.551 -2.182
C -3.823 -1.857 -1.172
F -4.741 -1.837 -0.135
F -3.787 -0.564 -1.614
```

Output
Multiplicity: 2
HOMO level (alpha / beta) in eV: -8.904 / -8.699
Frontier orbital gap (alpha / beta) in eV: 8.38 / 8.17
Energy relative to the best compared isomer or geometry (same formula, charge and spin) in kcal per mole: 0.0